a) Formula: C4H8NS
Source: the Open Molecules 2025 dataset
Level of theory: ωB97M-V/def2-TZVPD

XYZ file:
```
14
Properties=species:S:1:pos:R:3
C -2.1176 -0.9681 0.0943
S -2.1616 0.8216 -0.2406
N -0.6604 1.1621 0.0864
C 0.4036 2.2182 0.4315
C 0.7165 0.8038 0.5076
C 1.4744 0.1417 -0.5617
H -2.9361 -1.3592 -0.7029
H -2.5846 -1.1701 1.0542
H -1.2068 -1.3801 -0.1089
H 0.8308 3.0634 0.0274
H 0.8706 0.3593 1.4956
H 0.9906 0.4676 -1.6160
H 1.5050 -0.9762 -0.5245
H 2.5548 0.3961 -0.4894
```

Properties
Molar mass = 102.18 g mol⁻¹
LUMO (spin up / spin down) = -0.2232 / -0.1976 Eh
Total charge = +1

Atom charges from the Löwdin analysis, given in e for atoms 1 to 8: atom 1 (C): -0.2700, atom 2 (S): 1.0906, atom 3 (N): -0.3971, atom 4 (C): 0.2209, atom 5 (C): -0.3651, atom 6 (C): -0.0602, atom 7 (H): 0.1184, atom 8 (H): 0.0528

---

b) Formula: C4H8NS
Source: the Open Molecules 2025 dataset
Level of theory: ωB97M-V/def2-TZVPD

XYZ file:
```
14
Properties=species:S:1:pos:R:3
C 3.1568 -0.1464 0.0599
C 1.9107 -0.1755 0.4940
S 0.7529 0.7836 -0.3835
C -0.8486 -0.1976 -0.0129
C -2.0233 0.3996 0.6017
N -2.0457 0.0759 -0.8427
H 3.9318 -0.6131 0.5819
H 3.2981 0.4481 -0.9576
H 1.5600 -0.6703 1.2709
H -0.7726 -1.2680 0.0041
H -2.7708 -0.1207 1.1586
H -1.7900 1.4542 0.7403
H -2.3770 -0.7490 -1.2345
H -1.9823 0.7791 -1.4802
```

Properties
Molar mass = 102.18 g mol⁻¹
LUMO = -0.1300 Eh
Total charge = +1

Atom charges from the Löwdin analysis, given in e for atoms 1 to 8: atom 1 (C): -0.0320, atom 2 (C): -0.5194, atom 3 (S): 0.9601, atom 4 (C): -0.4155, atom 5 (C): -0.0103, atom 6 (N): 0.1359, atom 7 (H): 0.0529, atom 8 (H): 0.1130

---

Most stable structure: b)

---

a) Formula: C5H5F
Source: the Open Molecules 2025 dataset
Level of theory: ωB97M-V/def2-TZVPD

XYZ file:
```
11
Properties=species:S:1:pos:R:3
F 2.0456 0.0195 0.0234
C 0.7561 0.0006 0.0872
C 0.0727 -1.0438 -0.1560
C -1.4201 -0.7188 0.0637
C -1.4250 0.7177 0.0144
C -0.1570 1.1822 -0.0888
H 0.4294 -2.1115 -0.1695
H -1.6031 -1.1923 1.0592
H -2.2892 -1.1089 -0.6359
H -2.3017 1.3605 -0.0498
H 0.3941 2.0492 0.0626
```

Properties
Molar mass = 84.09 g mol⁻¹
LUMO = 0.0399 Eh

Atom charges from the Löwdin analysis, given in e for atoms 1 to 8: atom 1 (F): 0.1129, atom 2 (C): -0.3729, atom 3 (C): -0.0440, atom 4 (C): -0.1996, atom 5 (C): -0.1256, atom 6 (C): 0.0142, atom 7 (H): 0.1339, atom 8 (H): 0.1330

---

b) Formula: C5H5F
Source: the Open Molecules 2025 dataset
Level of theory: ωB97M-V/def2-TZVPD

XYZ file:
```
11
Properties=species:S:1:pos:R:3
F 2.2651 -0.0172 -0.4350
C 1.0427 -0.0073 0.2634
C 0.1755 1.1945 -0.0242
C -1.0564 0.7724 -0.2252
C -1.0880 -0.7601 -0.2351
C 0.1364 -1.1522 0.0145
H 1.3093 -0.0931 1.2982
H 0.5544 2.2093 0.0066
H -1.9209 1.3991 -0.2481
H -1.9199 -1.4084 -0.3497
H 0.5019 -2.1370 -0.0655
```

Properties
Molar mass = 84.09 g mol⁻¹
LUMO = 0.0280 Eh

Atom charges from the Löwdin analysis, given in e for atoms 1 to 8: atom 1 (F): -0.0251, atom 2 (C): -0.3138, atom 3 (C): -0.0397, atom 4 (C): -0.0572, atom 5 (C): -0.0411, atom 6 (C): -0.0664, atom 7 (H): 0.1477, atom 8 (H): 0.1117

---

Most stable structure: b)

---

a) Formula: C2H9NS
Source: the Open Molecules 2025 dataset
Level of theory: ωB97M-V/def2-TZVPD

XYZ file:
```
13
Properties=species:S:1:pos:R:3
C -1.3818 0.7793 -0.6203
N -2.0386 -0.0803 0.3708
H -2.1042 1.2515 -1.2794
H -0.7445 1.5565 -0.1818
H -0.6024 0.2696 -1.2027
H -1.5463 -0.9701 0.3528
H -2.9404 -0.3991 0.0237
C 1.6916 -0.7988 0.6432
S 2.8965 0.6315 0.6367
H 2.1599 -1.6457 0.1476
H 1.3462 -1.0465 1.6393
H 0.8522 -0.5409 0.0133
H 2.4117 0.9929 -0.5432
```

Properties
Molar mass = 79.17 g mol⁻¹
LUMO = 0.0324 Eh

Atom charges from the Löwdin analysis, given in e for atoms 1 to 8: atom 1 (C): -0.2095, atom 2 (N): -0.0643, atom 3 (H): 0.0684, atom 4 (H): 0.0644, atom 5 (H): 0.0499, atom 6 (H): 0.0441, atom 7 (H): 0.0542, atom 8 (C): -0.4491

---

b) Formula: C2H9NS
Source: the Open Molecules 2025 dataset
Level of theory: ωB97M-V/def2-TZVPD

XYZ file:
```
13
Properties=species:S:1:pos:R:3
C -1.5828 -1.2172 -0.1179
C -2.0264 0.2446 -0.1632
N -1.0164 1.1228 0.4129
H -2.3821 -1.8832 -0.4492
H -0.6446 -1.4672 -0.6003
H -1.4817 -1.4191 0.9458
H -2.2616 0.5876 -1.1672
H -2.9625 0.2567 0.4021
H -0.5035 0.6496 1.1399
H -1.4028 2.0226 0.6431
S 2.2344 -0.1428 -0.1584
H 2.7145 0.4885 0.9264
H 1.2240 0.7404 -0.0433
```

Properties
Molar mass = 79.17 g mol⁻¹
LUMO = 0.0379 Eh

Atom charges from the Löwdin analysis, given in e for atoms 1 to 8: atom 1 (C): -0.1105, atom 2 (C): -0.3459, atom 3 (N): -0.0351, atom 4 (H): 0.0712, atom 5 (H): 0.0491, atom 6 (H): 0.0679, atom 7 (H): 0.0981, atom 8 (H): 0.0962

---

Most stable structure: b)

---

a) Formula: C2H9NS
Source: the Open Molecules 2025 dataset
Level of theory: ωB97M-V/def2-TZVPD

XYZ file:
```
13
Properties=species:S:1:pos:R:3
C 0.9461 -0.9874 -0.8660
N 0.2209 -0.2757 0.1862
C -1.2541 -0.2922 -0.0519
H 0.9223 -2.0659 -0.6170
H 1.9911 -0.6911 -0.8762
H 0.5157 -0.7521 -1.8200
H 0.3071 -0.6598 1.1151
H -1.5561 -1.3238 -0.2680
H -1.9231 0.0952 0.7063
H -1.3977 0.2161 -1.0128
S 0.7773 2.7742 1.2855
H -0.0767 1.9827 2.0014
H 0.5272 1.9798 0.2174
```

Properties
Molar mass = 79.17 g mol⁻¹
LUMO = 0.0343 Eh

Atom charges from the Löwdin analysis, given in e for atoms 1 to 8: atom 1 (C): -0.1311, atom 2 (N): -0.2284, atom 3 (C): -0.1402, atom 4 (H): 0.0826, atom 5 (H): 0.0705, atom 6 (H): 0.0687, atom 7 (H): 0.0895, atom 8 (H): 0.0666

---

b) Formula: C2H9NS
Source: the Open Molecules 2025 dataset
Level of theory: ωB97M-V/def2-TZVPD

XYZ file:
```
13
Properties=species:S:1:pos:R:3
C 0.2145 1.1988 0.8985
N -0.3539 0.1267 0.0867
C -1.0120 -0.0035 -1.2101
H 0.0272 1.0687 1.9538
H 1.2769 1.2702 0.7510
H -0.0253 2.1086 0.2496
H -0.7900 -0.5391 0.7895
H -1.7934 0.7575 -1.1219
H -1.6355 -0.9788 -1.1916
H -0.2210 -0.1895 -1.9680
S 2.0267 -1.4837 0.1793
H 1.4063 -2.6047 0.6522
H 0.8794 -0.7311 -0.0690
```

Properties
Molar mass = 79.17 g mol⁻¹
LUMO = 0.0272 Eh

Atom charges from the Löwdin analysis, given in e for atoms 1 to 8: atom 1 (C): -0.1237, atom 2 (N): -0.3284, atom 3 (C): -0.1062, atom 4 (H): 0.0864, atom 5 (H): 0.0384, atom 6 (H): 0.1072, atom 7 (H): 0.1352, atom 8 (H): 0.0785

---

Most stable structure: a)

---

a) Formula: C2H9NS
Source: the Open Molecules 2025 dataset
Level of theory: ωB97M-V/def2-TZVPD

XYZ file:
```
13
Properties=species:S:1:pos:R:3
H 1.8991 0.7495 2.8665
H 2.5949 0.5083 2.6911
C 1.0320 -0.8363 0.1963
C 0.3147 -1.4596 -0.9103
S 1.7434 -0.4926 -1.4729
H 0.6187 0.0342 0.6807
H 1.7101 -1.3851 0.8283
H -0.6100 -0.9534 -1.1904
H 0.3280 -2.5038 -1.1474
N -2.6589 1.4194 -0.7493
H -2.2729 2.1207 -1.3821
H -1.8410 0.8624 -0.5136
H -2.8581 1.9362 0.1030
```

Properties
Molar mass = 79.17 g mol⁻¹
LUMO = 0.0332 Eh

Atom charges from the Löwdin analysis, given in e for atoms 1 to 8: atom 1 (H): 0.0232, atom 2 (H): 0.0270, atom 3 (C): -0.4818, atom 4 (C): -0.4984, atom 5 (S): 0.7187, atom 6 (H): 0.0397, atom 7 (H): 0.0512, atom 8 (H): 0.0504

---

b) Formula: C2H9NS
Source: the Open Molecules 2025 dataset
Level of theory: ωB97M-V/def2-TZVPD

XYZ file:
```
13
Properties=species:S:1:pos:R:3
C 2.2043 -0.6077 -0.5884
C 1.5576 -0.0619 -1.9031
N 0.0760 -0.5328 -2.1000
H 2.2106 -1.6977 -0.6419
H 1.6470 -0.4744 0.2958
H 3.2404 -0.2881 -0.4004
H 2.1428 -0.3723 -2.7503
H 1.5233 1.0737 -1.8215
H 0.0192 -1.3181 -2.7627
H -0.0024 -1.0723 -1.2503
S -5.2739 1.8670 4.7195
H -4.7320 1.1760 5.7018
H -4.6128 2.3085 3.5016
```

Properties
Molar mass = 79.17 g mol⁻¹
LUMO = 0.0211 Eh

Atom charges from the Löwdin analysis, given in e for atoms 1 to 8: atom 1 (C): -0.1241, atom 2 (C): -0.2776, atom 3 (N): -0.0292, atom 4 (H): 0.0621, atom 5 (H): 0.0421, atom 6 (H): 0.0721, atom 7 (H): 0.0782, atom 8 (H): 0.1040

---

Most stable structure: a)

---

a) Formula: CHF3N2O
Source: the Open Molecules 2025 dataset
Level of theory: ωB97M-V/def2-TZVPD

XYZ file:
```
8
Properties=species:S:1:pos:R:3
C 0.8001 -0.9259 0.5366
N -1.2869 1.6701 -0.7101
N -1.2961 0.5478 -1.0769
O -0.6775 -0.4876 -1.0978
F 1.8638 -0.1851 0.3190
F 1.0354 -2.2544 0.5730
F 0.1140 -0.5371 1.6332
H -0.5528 2.1722 -0.1770
```

Properties
Molar mass = 114.03 g mol⁻¹
LUMO (spin up / spin down) = -0.0315 / 0.0028 Eh

And the Löwdin charges, in e, turn out to be: atom 1 (C): -0.4258, atom 2 (N): 0.1192, atom 3 (N): -0.2110, atom 4 (O): 0.0341, atom 5 (F): 0.1493, atom 6 (F): 0.1247, atom 7 (F): 0.1087, atom 8 (H): 0.1008

---

b) Formula: CHF3N2O
Source: the Open Molecules 2025 dataset
Level of theory: ωB97M-V/def2-TZVPD

XYZ file:
```
8
Properties=species:S:1:pos:R:3
O -2.4200 0.9379 0.5170
C -1.5567 0.2017 0.1885
N -0.3493 -0.0083 0.7585
F 0.0245 0.7604 1.8283
N -1.7174 -0.7903 -1.1853
F -1.0395 -0.1664 -2.1209
F -0.9139 -1.8587 -0.8743
H 0.1466 -0.8958 0.8400
```

Properties
Molar mass = 114.03 g mol⁻¹
LUMO = 0.0254 Eh

And the Löwdin charges, in e, turn out to be: atom 1 (O): 0.1583, atom 2 (C): -0.3741, atom 3 (N): 0.0778, atom 4 (F): 0.0147, atom 5 (N): -0.0160, atom 6 (F): 0.0190, atom 7 (F): -0.0402, atom 8 (H): 0.1606

---

Most stable structure: a)